Record 1
The following is a DFT calculation (ωB97M-V/def2-TZVPD) of a 5-piece molecular cluster, C3H15O5 overall at a distorted geometry.

Geometry as XYZ:
```
23
C3H15O5 (ωB97M-V/def2-TZVPD)
H 0.612 0.642 0.876
H 2.127 0.915 0.249
H -2.777 0.954 1.732
H -2.340 0.045 2.753
O -0.408 -1.904 3.135
C 0.224 1.499 -0.944
H -0.015 2.405 -0.385
H -0.951 -1.677 2.215
H 0.684 1.308 -4.269
H 1.985 -1.309 0.117
C 1.308 -0.821 -0.603
H 0.386 -2.403 2.928
C 1.128 0.620 -0.094
O 0.110 -1.533 -0.723
O -2.726 0.936 2.697
H -1.933 -1.962 0.638
O -1.623 -1.189 1.122
H -0.430 -1.426 0.142
H -0.712 1.067 -1.289
H 0.805 1.726 -1.861
O 1.529 1.552 -3.872
H 1.321 1.369 -2.933
H 1.696 -0.814 -1.631
```

Summary:
Lowest unoccupied orbital energy (eV): 3.37
HOMO (eV): -5.2
Relative energy (zero: lowest compared OMol25 entry of this formula, charge and spin) (kcal per mole): 35.0
Frontier orbital gap (hartree): 0.3150
Calculated total energy (hartree): -499.509028
Total charge: -1
Strongest force on any atom (eV Å⁻¹): 2.03
Multiplicity: 1

***

Record 2
The following is a DFT calculation (ωB97M-V/def2-TZVPD) of an isolated ion of composition C2H7N2 and charge +1 at a distorted geometry.

Geometry as XYZ:
```
11
C2H7N2 (ωB97M-V/def2-TZVPD)
N -1.346 0.413 0.438
H -2.294 0.833 0.538
H -1.685 -1.449 -0.843
C -1.102 -0.597 -0.314
H 0.782 1.229 -0.524
N 0.535 -0.929 -0.227
H 0.855 -1.540 -1.023
H 1.208 0.513 1.217
H 2.303 0.333 -0.181
C 1.228 0.355 0.041
H -0.484 0.840 0.878
```

Summary:
Lowest unoccupied orbital energy (eV): -5.02
HOMO (eV): -15.2
Relative energy (zero: lowest compared OMol25 entry of this formula, charge and spin) (kcal per mole): 62.4
SMILES: CNC=[NH2+]
Frontier orbital gap (hartree): 0.3726
Calculated total energy (hartree): -189.580942
Total charge: +1
Strongest force on any atom (eV Å⁻¹): 7.00
Multiplicity: 1

***

Record 3
The following is a DFT calculation (ωB97M-V/def2-TZVPD) of a 11-piece molecular cluster, C32H60N6O16 overall at a distorted geometry.

Geometry as XYZ:
```
114
C32H60N6O16 (ωB97M-V/def2-TZVPD)
H -3.068 -4.110 1.340
H 5.387 -2.634 3.740
H 3.546 -3.450 2.782
H 2.436 -2.246 2.448
H 4.004 -2.129 -5.191
C 0.037 1.954 -3.461
C -2.326 -3.040 -3.719
C -4.529 2.134 -1.399
H -0.509 -1.324 1.968
H 0.995 1.959 1.639
O -5.814 -3.391 2.481
H -1.642 -0.205 -2.094
C 0.899 -5.494 0.727
C -0.834 -4.126 -0.057
C 4.208 1.572 -0.304
H -2.569 1.327 -0.596
C -1.369 2.402 -3.213
H 5.151 -1.645 5.191
H -1.520 4.251 5.007
O 3.082 -1.426 5.250
H 2.457 -1.472 -4.898
N 0.114 3.784 0.237
C -3.087 1.481 5.343
C -1.500 -1.802 -3.313
O 6.713 1.675 -2.705
O -0.298 -1.681 -3.571
C -1.512 3.162 5.018
C 2.733 -2.906 3.263
H -0.225 4.597 -0.256
H 0.778 2.480 -2.860
C 3.871 2.889 -0.938
C 3.508 -2.141 4.431
O 2.739 -0.782 -2.621
O -0.330 0.753 -0.429
H 2.116 -4.891 -0.916
H 1.430 -5.467 1.678
H 0.220 2.940 -0.308
O -3.300 1.127 2.955
H 2.543 2.674 1.626
H -3.057 -1.199 -2.139
H 4.570 1.477 0.720
O -1.965 2.074 -4.440
C 4.566 2.817 -2.313
O -1.428 1.092 -6.426
C -4.741 -3.138 1.946
C -3.520 1.757 -0.281
N 1.111 -0.860 0.043
H -2.887 0.444 5.613
C 0.828 4.016 1.242
C 1.519 -4.399 -0.148
O 5.440 1.102 -0.868
H -0.319 0.413 2.457
N 3.346 -1.765 -4.517
N -3.879 -4.142 1.940
H -2.409 -3.719 -2.870
H -3.319 -2.695 -4.005
H 0.840 0.892 -5.008
C 0.439 -3.798 -0.870
O -1.781 2.635 3.734
C 5.741 1.819 -2.046
H 5.578 -1.288 -2.950
H -4.099 -5.072 2.267
C -3.915 3.989 -0.185
C -3.455 2.909 0.754
C -0.689 -0.282 1.704
H -4.137 1.763 5.410
H -2.536 3.351 1.141
H 1.349 -1.747 0.462
H -5.478 1.610 -1.292
C 3.537 -1.450 -3.255
H 2.016 -3.691 3.504
H 2.844 3.222 -1.083
O -4.500 3.520 -1.335
H 1.382 2.920 2.989
H -1.691 1.915 6.719
H -1.318 3.479 -3.055
H -4.941 -1.552 0.397
H -3.374 -1.601 1.268
O -1.934 -3.546 -0.145
H 0.156 -4.365 -1.757
H -3.912 0.865 0.207
H 3.833 2.491 -3.051
C -4.455 -1.701 1.361
C 0.338 1.854 -4.905
H 0.706 2.848 -5.156
C -1.113 1.634 -5.337
C 0.057 -0.118 0.369
H 1.178 -6.409 0.204
H 4.866 3.803 -2.668
H 4.235 3.820 -0.503
H -1.802 1.778 -2.430
H 2.224 -3.748 0.369
C -2.800 1.764 3.872
H 1.491 -0.802 -0.891
H -1.850 -3.585 -4.535
H -4.195 2.899 1.554
O -3.831 5.206 -0.063
H -2.810 3.365 6.620
H -0.453 3.044 5.245
H -4.150 1.865 -2.385
H 0.475 -2.792 -1.289
H 3.421 0.822 -0.391
H 4.961 -2.909 -2.867
C -2.319 2.547 6.092
O -0.489 -5.120 0.871
N -2.190 -0.909 -2.567
H -4.873 -1.122 2.185
O 1.031 5.140 1.653
H 0.123 0.921 -3.122
H -1.774 -0.190 1.743
C 1.511 2.881 1.907
H 4.618 -1.699 -1.549
C 4.721 -1.875 -2.620
N 4.803 -2.274 4.481
```

Summary:
Lowest unoccupied orbital energy (alpha / beta) (eV): -3.48 / -8.51
HOMO (alpha / beta) (eV): -11.0 / -11.0
Frontier orbital gap (alpha / beta) (hartree): 0.2760 / 0.0911
Calculated total energy (hartree): -2787.392702
Total charge: +1
Strongest force on any atom (eV Å⁻¹): 6.64
Multiplicity: 2

***

Repeat the first record exactly.
The following is a DFT calculation (ωB97M-V/def2-TZVPD) of a 5-piece molecular cluster, C3H15O5 overall at a distorted geometry.

Geometry as XYZ:
```
23
C3H15O5 (ωB97M-V/def2-TZVPD)
H 0.612 0.642 0.876
H 2.127 0.915 0.249
H -2.777 0.954 1.732
H -2.340 0.045 2.753
O -0.408 -1.904 3.135
C 0.224 1.499 -0.944
H -0.015 2.405 -0.385
H -0.951 -1.677 2.215
H 0.684 1.308 -4.269
H 1.985 -1.309 0.117
C 1.308 -0.821 -0.603
H 0.386 -2.403 2.928
C 1.128 0.620 -0.094
O 0.110 -1.533 -0.723
O -2.726 0.936 2.697
H -1.933 -1.962 0.638
O -1.623 -1.189 1.122
H -0.430 -1.426 0.142
H -0.712 1.067 -1.289
H 0.805 1.726 -1.861
O 1.529 1.552 -3.872
H 1.321 1.369 -2.933
H 1.696 -0.814 -1.631
```

Summary:
Lowest unoccupied orbital energy (eV): 3.37
HOMO (eV): -5.2
Relative energy (zero: lowest compared OMol25 entry of this formula, charge and spin) (kcal per mole): 35.0
Frontier orbital gap (hartree): 0.3150
Calculated total energy (hartree): -499.509028
Total charge: -1
Strongest force on any atom (eV Å⁻¹): 2.03
Multiplicity: 1

***

- Which of these has the highest calculated total energy?
  C2H7N2